(1)
Molecular formula: C2H4OS
Method: DFT, ωB97M-V with the def2-TZVPD basis set

Structure (ORCA input):
```
! RIJCOSX wB97M-V def2-TZVPD def2/J DEFGRID3
* xyz 0 1
C -0.990 -0.641 -0.162
C 0.145 0.040 -0.901
O -1.169 -1.863 -0.034
S 1.997 0.033 0.761
H -1.638 0.013 0.495
H 0.716 -0.718 -1.383
H 0.314 1.078 -1.084
H 1.292 -0.848 1.541
*
```

**LUMO**: -1.86 eV
**HOMO energy**: -9.66 eV

(2)
Molecular formula: H28O14
Method: DFT, ωB97M-V with the def2-TZVPD basis set

Structure (ORCA input):
```
! RIJCOSX wB97M-V def2-TZVPD def2/J DEFGRID3
* xyz 0 1
H 0.668 -0.294 0.409
H 0.443 1.066 1.085
H -0.324 -1.744 -2.247
H 0.079 -1.584 -0.745
H -0.768 0.327 3.686
H 0.324 0.876 4.566
H -2.089 2.496 -0.945
H -2.505 3.832 -1.316
H -2.244 -0.457 2.059
H -2.603 0.306 0.867
H -2.522 -3.717 -1.179
H -3.610 -2.615 -1.365
H 1.239 -4.565 1.447
H 2.154 -5.255 0.477
H 3.097 0.830 -0.565
H 2.206 1.796 0.350
H 3.362 0.088 0.935
H 4.465 -0.840 1.427
H 2.372 4.294 0.036
H 1.755 5.387 -0.832
H -4.235 2.106 1.731
H -4.148 0.743 0.801
H 3.419 -0.594 -1.466
H 4.090 -1.445 -2.523
H 0.068 0.796 -2.333
H 1.640 0.443 -2.140
H -2.337 -0.348 -1.517
H -3.863 -0.642 -1.828
O 0.218 0.497 0.332
O -0.684 -1.776 -1.375
O -0.027 0.031 4.261
O -2.866 3.100 -0.864
O -2.667 -0.635 1.226
O -2.702 -2.715 -1.199
O 1.748 -5.345 1.286
O 2.948 1.730 -0.179
O 3.578 -0.525 1.627
O 2.237 5.227 -0.008
O -3.804 1.175 1.613
O 4.166 -1.210 -1.649
O 0.735 0.160 -2.512
O -3.012 -0.999 -1.433
*
```

**LUMO**: -0.77 eV
**HOMO energy**: -8.83 eV

(3)
Molecular formula: C3H10OS2
Method: DFT, ωB97M-V with the def2-TZVPD basis set

Structure (ORCA input):
```
! RIJCOSX wB97M-V def2-TZVPD def2/J DEFGRID3
* xyz 0 1
C -0.020 0.420 -2.251
C -0.016 -0.876 -1.452
O -1.309 -1.292 -0.986
H -0.344 1.221 -1.583
H 1.010 0.593 -2.560
H -0.660 0.363 -3.128
H 0.659 -0.770 -0.597
H 0.309 -1.716 -2.068
H -1.699 -0.549 -0.501
C 0.483 1.327 2.317
S 1.244 -0.315 2.442
S -0.381 -1.585 2.416
H -0.094 1.548 3.205
H -0.097 1.417 1.412
H 1.321 2.006 2.242
H -0.408 -1.792 1.091
*
```

**LUMO**: 0.66 eV
**HOMO energy**: -9.13 eV
**SMILES string**: CCO.CSS

(4)
Molecular formula: C4H10N2O
Method: DFT, ωB97M-V with the def2-TZVPD basis set

Structure (ORCA input):
```
! RIJCOSX wB97M-V def2-TZVPD def2/J DEFGRID3
* xyz 0 1
H 1.075 1.506 -0.809
N 0.159 1.777 -0.454
C -0.108 1.231 0.691
N 0.813 0.506 1.429
C 1.577 0.902 2.337
H -0.931 1.648 1.279
H 1.678 1.946 2.646
H 2.240 0.181 2.806
C 0.125 -1.666 -1.311
C -1.119 -0.815 -1.345
O -1.513 -0.408 0.137
H 0.635 -1.655 -2.271
H 0.829 -1.299 -0.566
H -0.140 -2.683 -1.013
H -1.008 0.081 -1.957
H -1.999 -1.389 -1.663
H -2.312 0.138 0.064
*
```

**LUMO**: 0.93 eV
**HOMO energy**: -9.08 eV
**SMILES string**: [H]/N=C\N=C.CCO

What energy relative to the best compared isomer or geometry (same formula, charge and spin) values result from the calculations? In sequence: 61.65, 211.27, 9.29, 83.45 kcal/mol.
What molar mass values result from the calculations? In sequence: 76.1, 252.2, 126.2, 102.1 g mol⁻¹.